Record 1
This record from the OMol25 dataset describes an isolated molecule of C15H16ClN3O5S in a non-equilibrium geometry. The level of theory is ωB97M-V/def2-TZVPD.

Calculated values
Charge: 0
Gap between HOMO and LUMO (eV): 9.5921
Total energy (eV): -53878.4928
E_LUMO (Eh): -0.00152
Multiplicity: 1
Strongest force on any atom (Eh/bohr): 0.0270
SMILES: Cc1cc(NC(=O)c2ccc(Cl)c(S(=O)(=O)N3CCOCC3)c2)no1

Each line ends with the Mulliken charge.
Geometry (Å):
Cl (-3.434, -1.821, 0.503)  -0.1844
S (-0.357, -1.924, 0.153)  1.0713
O (3.723, -1.502, -1.571)  -0.4341
O (-0.275, -1.846, 1.584)  -0.6338
O (-0.886, -3.109, -0.450)  -0.6544
O (2.245, 1.479, 1.889)  -0.1071
O (-0.878, 3.861, -2.186)  -0.6206
N (2.199, 2.217, 0.752)  -0.7343
N (0.550, 3.282, -0.542)  -0.0109
N (1.148, -1.556, -0.473)  0.2069
C (1.009, 1.341, 2.392)  0.4051
C (-2.669, -0.433, -0.135)  0.2693
C (0.126, 2.010, 1.595)  -0.0218
C (0.816, 0.501, 3.594)  -1.2378
C (-1.301, -0.477, -0.364)  -0.1916
C (2.305, -1.782, 0.371)  -0.5342
C (1.367, -2.020, -1.829)  -0.5785
C (3.494, -1.050, -0.255)  -0.4603
C (-3.383, 0.730, -0.406)  -0.7002
C (-0.636, 0.648, -0.799)  -0.0407
C (0.941, 2.537, 0.557)  0.1838
C (2.597, -1.297, -2.387)  -0.5698
C (-2.708, 1.864, -0.820)  -0.5462
C (-0.567, 3.087, -1.312)  -0.0281
C (-1.326, 1.842, -0.983)  0.0148
H (3.304, 0.033, -0.255)  0.2657
H (-3.243, 2.785, -0.997)  0.4861
H (1.768, 0.341, 4.093)  0.3365
H (-4.451, 0.744, -0.256)  0.4669
H (2.856, -1.687, -3.372)  0.3567
H (0.406, -0.463, 3.284)  0.1322
H (-0.929, 2.116, 1.722)  0.5442
H (2.078, -1.393, 1.362)  0.2917
H (1.201, 3.987, -0.865)  0.2841
H (1.530, -3.105, -1.845)  0.3793
H (0.112, 0.969, 4.277)  0.4273
H (2.530, -2.855, 0.445)  0.2945
H (0.426, 0.582, -0.974)  0.7662
H (0.477, -1.790, -2.416)  0.4209
H (2.382, -0.219, -2.465)  0.3030
H (4.408, -1.258, 0.303)  0.3825

Record 2
This record from the OMol25 dataset describes a structure of composition C15H16F6MoN3O7S4Te. The level of theory is ωB97M-V/def2-TZVPD.

Calculated values
Charge: +1
Energy relative to the best compared isomer or geometry (same formula, charge and spin) (kcal per mole): 10.4
Gap between HOMO and LUMO (alpha / beta) (eV): 6.8234 / 7.0121
Total energy (eV): -103405.7251
E_LUMO (alpha / beta) (Eh): -0.14633 / -0.14962
Multiplicity: 3
Strongest force on any atom (Eh/bohr): 0.0106

Each line ends with the Mulliken charge.
Geometry (Å):
Te (-0.739, -2.214, 2.120)  0.1989
Mo (-0.230, -0.950, -0.197)  1.1896
S (-2.361, 1.476, -0.816)  0.3913
S (-1.459, -2.981, -1.678)  1.1356
S (1.947, -1.387, 3.882)  -0.1316
S (-1.468, -1.305, -3.739)  0.9411
F (-2.314, -5.338, -2.507)  -0.1621
F (-3.090, 0.665, -4.167)  -0.2056
F (-2.917, -4.780, -0.505)  -0.1863
F (-3.778, -1.230, -4.967)  -0.2024
F (-3.888, -0.851, -2.837)  -0.1979
F (-0.874, -5.393, -0.892)  -0.1837
O (0.303, 2.440, 1.376)  -0.6387
O (1.793, -1.451, -0.113)  -0.5627
O (-0.884, -0.459, -2.706)  -0.5793
O (-0.035, -2.796, -1.308)  -0.7022
O (-2.191, -2.111, -0.748)  -0.5271
O (-1.644, 0.422, 0.078)  -0.4774
O (-0.880, -1.335, -5.024)  -0.5999
N (2.515, 1.977, 1.739)  0.1652
N (-1.741, -2.790, -3.175)  -0.5461
N (1.146, 0.446, 0.657)  0.2251
C (1.205, -2.502, 2.802)  0.0227
C (-1.933, -4.780, -1.384)  0.5733
C (1.235, 1.670, 1.263)  0.0773
C (2.187, -0.384, 0.481)  0.9042
C (3.484, -0.043, 0.906)  -1.0702
C (3.264, -3.471, 3.249)  -0.5378
C (3.574, 1.152, 1.540)  0.0703
C (-3.187, -0.646, -3.946)  0.7077
C (-1.996, 4.060, -0.071)  -0.4188
C (2.024, -3.572, 2.570)  -0.3184
C (2.700, 3.259, 2.423)  -1.1045
C (-1.113, 2.457, -1.679)  -0.2784
C (3.363, -2.334, 3.994)  -0.4636
C (-2.780, 2.813, 0.346)  -0.7280
C (-1.628, 3.886, -1.543)  -0.8288
H (-1.094, 4.132, 0.532)  0.1826
H (-2.597, 4.953, 0.093)  0.4154
H (3.427, 3.134, 3.220)  0.4084
H (-2.499, 4.036, -2.187)  0.3261
H (-3.858, 2.940, 0.262)  0.5707
H (4.512, 1.516, 1.938)  0.4485
H (4.327, -0.700, 0.771)  0.5305
H (4.189, -2.022, 4.613)  0.4336
H (-0.863, 4.589, -1.870)  0.3765
H (-0.183, 2.314, -1.126)  0.0719
H (1.748, 3.564, 2.843)  0.3358
H (4.046, -4.215, 3.195)  0.4148
H (3.043, 4.020, 1.723)  0.3230
H (-2.536, 2.432, 1.337)  0.2373
H (1.751, -4.395, 1.926)  0.4646
H (-1.022, 2.082, -2.694)  0.5099

Record 3
This record from the OMol25 dataset describes an isolated molecule of C15H16FN5O2S in a non-equilibrium geometry. The level of theory is ωB97M-V/def2-TZVPD.

Calculated values
Charge: 0
Energy relative to the best compared isomer or geometry (same formula, charge and spin) (kcal per mole): 5.4
Gap between HOMO and LUMO (eV): 9.0982
Total energy (eV): -40913.2220
E_LUMO (Eh): 0.01691
Multiplicity: 1
Strongest force on any atom (Eh/bohr): 0.0240
SMILES: C[C@@H](Sc1nnc(-c2ccccc2F)n1C1CC1)C(=O)NC(N)=O

Each line ends with the Mulliken charge.
Geometry (Å):
S (-0.286, -0.841, 2.621)  -0.3371
F (-0.005, 0.033, -3.492)  -0.2835
O (1.886, -3.635, 1.089)  -0.7177
O (-1.796, -3.624, -0.780)  -0.6454
N (0.365, -4.291, -1.032)  -0.3084
N (1.099, -0.865, 0.335)  0.1926
N (-0.358, -3.285, 0.930)  -0.0926
N (1.212, -0.214, -0.822)  -1.1958
N (-0.348, 0.791, 0.364)  0.2002
C (0.049, 3.603, -3.974)  -0.3544
C (-1.512, 2.307, 2.047)  -0.6204
C (0.293, 3.124, -1.635)  -0.1514
C (0.203, 4.039, -2.667)  -0.7438
C (-2.529, 1.299, 1.603)  -0.6917
C (0.081, 1.342, -3.212)  0.3554
C (-0.663, -3.741, -0.378)  0.3782
C (0.227, 1.755, -1.889)  -0.1348
C (0.171, -0.275, 1.041)  0.3051
C (2.273, -1.787, 3.109)  -1.4458
C (0.872, -2.254, 2.757)  0.4448
C (0.875, -3.102, 1.483)  0.2369
C (0.363, 0.775, -0.820)  0.5323
C (-0.012, 2.249, -4.251)  -0.6252
C (-1.408, 1.683, 0.686)  0.0010
H (0.447, -2.851, 3.571)  0.5086
H (0.441, 3.467, -0.621)  0.5199
H (-0.130, 1.884, -5.259)  0.4571
H (-1.792, 3.347, 2.105)  0.2797
H (-0.800, 1.998, 2.797)  0.2127
H (-2.513, 0.327, 2.067)  0.1657
H (0.259, 5.095, -2.452)  0.3998
H (2.673, -1.191, 2.292)  0.3256
H (0.243, -4.504, -2.007)  0.2189
H (-3.518, 1.641, 1.337)  0.2719
H (-0.020, 4.318, -4.779)  0.3866
H (-1.657, 2.292, -0.175)  0.6823
H (2.263, -1.200, 4.025)  0.3849
H (2.915, -2.654, 3.243)  0.3665
H (-1.154, -2.842, 1.375)  0.2795
H (1.293, -4.215, -0.634)  0.2417

Record 4
This record from the OMol25 dataset describes a structure of composition C15H16FO9P2W in a non-equilibrium geometry. The level of theory is ωB97M-V/def2-TZVPD.

Calculated values
Charge: +1
Gap between HOMO and LUMO (alpha / beta) (eV): 6.4503 / 7.7688
Total energy (eV): -57361.7369
E_LUMO (alpha / beta) (Eh): -0.17536 / -0.15827
Multiplicity: 3
Strongest force on any atom (Eh/bohr): 0.0320

Each line ends with the Mulliken charge.
Geometry (Å):
W (0.488, 0.339, 0.517)  1.2784
P (-2.147, 1.897, 0.662)  0.7446
P (-1.202, 0.193, 2.798)  0.9989
F (6.516, 1.889, 0.304)  -0.2963
O (-3.741, 0.494, 2.053)  -0.6004
O (0.758, -1.616, -0.238)  -0.6727
O (0.149, 0.904, 2.770)  -0.7394
O (-1.640, -0.232, 4.258)  -0.5661
O (-1.182, -0.949, 1.806)  -0.7101
O (0.270, 0.043, -1.499)  -0.7692
O (-3.243, 2.868, 0.106)  -0.5304
O (-0.760, 2.449, 0.567)  -0.7456
O (-2.187, 0.612, -0.281)  -0.3881
C (4.380, 1.897, -0.676)  -0.7074
C (-0.492, -4.355, -3.275)  -0.6237
C (3.436, 0.456, 1.507)  -0.2889
C (-2.879, 2.435, 3.296)  -1.7109
C (5.224, 1.537, 0.363)  0.4208
C (-0.020, -2.138, -2.478)  0.0681
C (-0.006, -3.527, -2.284)  -0.3392
C (-0.971, -2.444, -4.667)  -0.6434
C (0.378, -1.253, -1.413)  1.1666
C (3.049, 1.523, -0.610)  -0.2376
C (4.772, 0.812, 1.455)  -0.6444
C (2.527, 0.803, 0.489)  0.3901
C (-0.495, -1.600, -3.686)  -0.3483
C (-0.978, -3.818, -4.460)  -0.3496
C (-2.623, 1.301, 2.331)  1.2464
H (-0.480, -0.529, -3.826)  0.4833
H (3.063, -0.115, 2.357)  0.3825
H (4.780, 2.436, -1.521)  0.4445
H (2.379, 1.788, -1.435)  0.3432
H (0.375, -3.920, -1.355)  0.4869
H (-1.362, -4.470, -5.228)  0.4159
H (-1.010, -0.780, 4.733)  0.4088
H (-3.977, -0.029, 2.833)  0.4028
H (-3.022, 0.126, -0.330)  0.3180
H (-1.990, 3.062, 3.347)  0.4553
H (-3.087, 2.041, 4.290)  0.3973
H (5.473, 0.527, 2.225)  0.4429
H (-1.332, -2.041, -5.602)  0.4131
H (-2.971, 3.778, -0.038)  0.3798
H (-0.489, -5.424, -3.133)  0.4147
H (-3.732, 3.029, 2.967)  0.4089

Record 5
This record from the OMol25 dataset describes a structure of composition C15H16I2O4PmRuS in a non-equilibrium geometry. The level of theory is ωB97M-V/def2-TZVPD.

Calculated values
Charge: +4
Gap between HOMO and LUMO (alpha / beta) (eV): 6.0887 / 4.7167
Total energy (eV): -70130.3952
E_LUMO (alpha / beta) (Eh): -0.51345 / -0.61963
Multiplicity: 10
Strongest force on any atom (Eh/bohr): 0.1277

Each line ends with the Mulliken charge.
Geometry (Å):
Pm (-0.129, -0.127, 0.780)  1.3056
I (0.930, -2.581, 2.558)  0.0863
I (-1.760, -3.018, 2.335)  0.1521
Ru (1.665, 0.718, -2.213)  0.3734
S (0.848, -1.659, -1.310)  -0.0275
O (3.768, -0.990, -3.754)  -0.1176
O (-0.754, 1.727, -0.520)  -0.5431
O (3.692, 2.544, -0.856)  -0.1696
O (0.561, 2.261, -4.606)  -0.1303
C (-0.035, -2.048, -3.930)  -1.3926
C (2.934, 1.854, -1.397)  0.3428
C (0.045, 1.963, 3.289)  1.0168
C (-1.766, -2.258, -2.106)  -1.4095
C (-0.635, 1.192, 4.275)  -0.0850
C (-1.591, 1.783, 5.105)  -0.4389
C (2.979, -0.368, -3.184)  0.3175
C (0.213, 1.339, -1.153)  0.4622
C (-0.335, -2.548, -2.521)  1.3635
C (-1.895, 3.146, 4.981)  -0.5222
C (0.015, -4.023, -2.380)  -1.5242
C (-0.324, 3.329, 3.138)  -0.3078
C (1.056, 1.349, 2.429)  -1.5998
C (-1.273, 3.903, 3.975)  -0.3807
C (1.002, 1.678, -3.705)  0.2853
H (-1.954, -2.575, -1.071)  0.2581
H (-0.415, 0.123, 4.348)  0.4251
H (-1.527, 4.959, 3.868)  0.4661
H (1.679, 0.571, 2.896)  0.6098
H (-0.588, -4.624, -3.072)  0.4646
H (-2.006, -1.190, -2.194)  0.3457
H (1.591, 2.022, 1.749)  0.5862
H (1.020, -2.222, -4.185)  0.3268
H (-0.164, -4.369, -1.360)  0.3991
H (1.073, -4.182, -2.614)  0.4627
H (-2.622, 3.609, 5.649)  0.4682
H (-2.449, -2.808, -2.770)  0.4589
H (-2.093, 1.180, 5.868)  0.4695
H (-0.666, -2.595, -4.652)  0.4815
H (0.145, 3.902, 2.342)  0.4737
H (-0.235, -0.970, -4.032)  0.2473

Record 6
This record from the OMol25 dataset describes an isolated molecule of C15H16N2O3S2 in a non-equilibrium geometry. The level of theory is ωB97M-V/def2-TZVPD.

Calculated values
Charge: 0
Energy relative to the best compared isomer or geometry (same formula, charge and spin) (kcal per mole): 2.8
Gap between HOMO and LUMO (eV): 7.6893
Total energy (eV): -46608.8868
E_LUMO (Eh): -0.04679
Multiplicity: 1
Strongest force on any atom (Eh/bohr): 0.0207
SMILES: O=C(O)CCCCCN1C(=O)/C(=C/c2ccncc2)SC1=S

Each line ends with the Mulliken charge.
Geometry (Å):
S (-1.130, -2.450, 1.073)  -0.3353
S (1.692, -1.697, 0.462)  -0.2667
O (0.938, 2.029, 0.814)  -0.6158
O (-3.937, -1.793, -1.679)  -0.5900
O (-4.369, -1.726, 0.510)  -0.4048
N (7.142, -1.052, -0.682)  -0.6111
N (-0.153, 0.026, 0.967)  0.1698
C (0.955, 0.823, 0.749)  0.3667
C (-4.608, 1.213, -0.906)  -0.7452
C (-3.639, 1.386, 0.269)  -0.8045
C (3.333, 0.569, 0.214)  -0.4146
C (0.018, -1.314, 0.857)  0.6441
C (-4.503, -1.290, -0.745)  0.5068
C (-1.443, 0.624, 1.249)  -1.6519
C (4.828, -1.404, -0.213)  -0.5649
C (4.610, -0.028, -0.091)  1.4399
C (-5.417, -0.091, -0.818)  -0.5517
C (5.715, 0.813, -0.278)  -0.5522
C (2.137, -0.008, 0.447)  -0.0684
C (6.104, -1.853, -0.508)  -0.4245
C (-2.255, 0.808, -0.032)  0.0756
C (6.945, 0.251, -0.569)  -0.3309
H (-1.976, -0.029, 1.944)  0.4495
H (4.025, -2.112, -0.084)  0.4069
H (-1.716, 1.476, -0.708)  0.2716
H (-5.318, 2.041, -0.923)  0.3471
H (7.820, 0.870, -0.719)  0.3693
H (-3.531, 2.446, 0.507)  0.4919
H (-3.714, -2.444, 0.568)  0.3035
H (-6.043, -0.077, 0.073)  0.3109
H (-2.351, -0.158, -0.528)  0.2460
H (6.309, -2.910, -0.610)  0.3848
H (5.605, 1.883, -0.196)  0.3718
H (-4.053, 1.229, -1.845)  0.3633
H (-6.041, -0.185, -1.707)  0.3510
H (3.321, 1.653, 0.270)  0.3640
H (-1.247, 1.591, 1.719)  0.3276
H (-4.055, 0.891, 1.148)  0.3706